[1]
C18H21ClN4O4S | ωB97M-V with the def2-TZVPD basis set

For the energy above the lowest of the compared OMol25 structures with the same formula, charge and spin, the calculation gives 123.9 kcal per mole. The calculation puts the orbital gap at 9.018 eV. As for the spin multiplicity: 1. As for the total energy: -56511.89702 eV. The HOMO energy comes out at -9.1 eV. Its SMILES is Cc1cc(C)n(C(=O)[C@H]2CC(=O)N(c3cc(C)c(S(N)(=O)=O)c(C)c3Cl)C2)n1.

CARTESIAN COORDINATES (ANGSTROEM)
C: -4.64061 1.32351 -2.62119
C: -3.91691 2.09574 -1.55946
C: -4.50647 2.67490 -0.35340
C: -3.42956 2.95263 0.40874
C: -3.64868 3.77350 1.59844
N: -2.26982 2.77483 -0.42190
C: -0.92762 3.07974 -0.02228
O: -0.72791 3.64720 1.09105
C: 0.22811 2.79873 -0.96526
C: 1.63320 3.38024 -0.57406
C: 2.32353 2.20748 0.06150
O: 3.42766 2.23691 0.67571
N: 1.55786 1.00040 -0.16558
C: 1.90629 -0.33710 0.12696
C: 1.68939 -1.21904 -0.98474
C: 1.56746 -2.59460 -0.75332
C: 0.92556 -3.38281 -1.85614
C: 1.76472 -3.06574 0.56281
S: 1.75583 -4.88793 0.97633
N: 3.38818 -5.37222 1.07923
O: 1.28372 -5.26505 2.27939
O: 1.24056 -5.84343 0.00409
C: 2.24025 -2.22298 1.64474
C: 2.66216 -2.71798 3.00511
C: 2.24429 -0.79353 1.44078
Cl: 2.76344 0.26243 2.76856
C: 0.50188 1.30829 -1.17013
N: -2.62649 2.07093 -1.57686
H: -3.82837 1.06613 -3.30352
H: -5.13402 0.41484 -2.27371
H: -5.36596 2.01611 -3.11859
H: -5.59987 2.87116 -0.12116
H: -3.70910 3.16337 2.51477
H: -2.94477 4.60065 1.69729
H: -4.54941 4.38786 1.57382
H: -0.00639 3.25836 -1.93549
H: 1.67577 4.29583 0.12279
H: 2.02478 3.70962 -1.52512
H: 1.42867 -0.84896 -1.99067
H: -0.13106 -3.51980 -1.65074
H: 1.44352 -4.29928 -1.95880
H: 0.91892 -2.75610 -2.80717
H: 3.16493 -6.34118 1.14769
H: 3.73212 -5.07472 1.96303
H: 3.09847 -3.66219 2.97690
H: 3.39834 -2.01962 3.51322
H: 1.68623 -2.87704 3.52063
H: 0.67182 1.05180 -2.18891
H: -0.38467 0.67806 -0.85538

***

[2]
C35H25Cl3F2GaN3O2SSi | ωB97M-V with the def2-TZVPD basis set

For the energy above the lowest of the compared OMol25 structures with the same formula, charge and spin, the calculation gives 380.9 kcal per mole. The calculation puts the orbital gap (alpha / beta) at 5.891 / 5.166 eV. As for the spin multiplicity: 1. As for the total energy: -159333.13251 eV. The HOMO energy (alpha / beta) comes out at -6.7 / -6.0 eV.

CARTESIAN COORDINATES (ANGSTROEM)
Ga: 0.21406 0.74463 0.19751
F: -2.67137 4.32139 -2.65624
C: -2.58747 3.14809 -2.01362
C: -1.34650 2.66830 -1.63771
C: -1.25176 1.44993 -0.98518
C: -2.43088 0.72050 -0.69347
C: -3.65166 1.26266 -1.08557
F: -4.81461 0.62387 -0.82854
C: -3.75803 2.46864 -1.74360
C: -2.28087 -0.59279 -0.01751
C: -3.31814 -1.46261 0.32325
C: -3.02590 -2.69152 0.88276
C: -1.70319 -3.05791 1.09561
C: -0.72555 -2.14580 0.77047
N: -1.00588 -0.94968 0.24845
H: -0.46111 3.24489 -1.87286
H: -4.72336 2.86478 -2.02245
H: -4.34293 -1.18245 0.15468
H: -3.82851 -3.36942 1.14138
H: -1.43798 -4.01570 1.51875
H: 0.32361 -2.36081 0.92978
S: 2.91302 -2.75805 -4.97636
C: 2.29450 -1.78096 -3.61644
C: 3.07909 -1.56849 -2.49473
C: 2.54226 -0.87791 -1.42127
N: 1.29690 -0.39921 -1.41918
C: 0.56779 -0.54967 -2.53027
C: 1.02126 -1.22809 -3.64279
C: 1.88619 -4.19936 -4.70954
C: 2.38275 -5.26288 -3.97155
C: 1.56597 -6.36967 -3.78505
N: 0.33311 -6.46321 -4.27508
C: -0.12612 -5.43757 -4.98667
C: 0.60684 -4.28584 -5.23613
H: 4.08808 -1.95219 -2.44315
H: 3.14012 -0.71376 -0.53662
H: -0.41330 -0.09449 -2.51777
H: 0.38927 -1.31822 -4.51440
H: 3.38055 -5.22943 -3.55657
H: 1.91757 -7.22216 -3.21502
H: -1.12987 -5.54521 -5.38205
H: 0.19192 -3.48707 -5.83502
Cl: 4.75744 0.47395 1.50363
C: 3.10833 0.91185 1.41164
Cl: 2.40021 2.24503 1.13167
Cl: 2.01423 -0.51215 1.75421
C: 2.84744 2.86723 -1.49854
O: 3.91343 3.38382 -1.45147
O: 1.86898 2.50993 -2.11050
C: 3.72949 4.53834 1.93522
C: 2.65339 5.04699 2.72724
C: 1.19278 4.57329 3.10876
C: 0.47534 3.42850 2.71690
C: 1.25468 2.70388 1.87576
C: 3.37365 3.32888 1.35156
Si: -0.94385 2.07036 2.35051
C: -1.58715 1.19336 3.87707
C: -1.50313 -0.19647 3.96123
C: -2.17387 -0.89633 4.95644
C: -2.93037 -0.20683 5.89088
C: -3.00328 1.18020 5.83726
C: -2.34527 1.87323 4.83412
H: 4.68426 5.02912 1.84852
H: 2.87774 5.98177 3.23301
H: 0.71574 5.26451 3.79390
H: 1.49885 1.57972 0.41660
H: 2.52766 2.45998 -0.25761
H: -2.00953 3.01568 1.90926
H: -0.90655 -0.73948 3.23541
H: -2.11513 -1.97716 4.99495
H: -3.45914 -0.74658 6.66612
H: -3.59301 1.71643 6.56996
H: -2.42323 2.95338 4.78605

***

[3]
C7H26B2NO6S4 | ωB97M-V with the def2-TZVPD basis set

The calculation puts the orbital gap at 6.915 eV. As for the spin multiplicity: 1. As for the total energy: -66144.07857 eV. The HOMO energy comes out at -11.0 eV. As for the net charge: +1.

CARTESIAN COORDINATES (ANGSTROEM)
N: 3.20163 -0.24132 -3.01241
B: 4.06479 -0.25728 -1.85370
O: 5.34675 0.35601 -1.89466
S: 3.55948 -1.06087 -0.20079
C: 3.33699 0.37210 0.96702
B: 4.56695 0.55914 1.99257
O: 4.41309 0.11913 3.32957
O: 5.77939 1.17310 1.68736
H: 2.71556 0.65938 -3.09949
H: 3.74736 -0.29874 -3.87118
H: 5.24050 1.30096 -1.75300
H: 4.60941 -1.83663 0.24372
H: 3.23664 1.25362 0.30007
H: 2.35939 0.29119 1.48472
H: 4.71245 -0.78701 3.41658
H: 6.07272 0.97440 0.79350
C: -1.47583 -0.14283 -2.47619
S: -0.10607 -0.42964 -3.60548
O: 0.81556 0.74632 -3.50092
C: -1.06344 -0.22212 -5.11611
H: -1.09482 -0.18548 -1.45608
H: -1.90968 0.83967 -2.66188
H: -2.22821 -0.91690 -2.61354
H: -1.52159 0.76663 -5.13017
H: -1.82940 -0.99590 -5.16502
H: -0.38856 -0.32490 -5.96443
C: -1.18736 2.14947 4.49289
S: 0.55179 2.35459 4.07305
O: 0.73758 1.82099 2.68713
C: 1.17372 1.10587 5.21344
H: -1.77189 2.81576 3.86087
H: -1.49216 1.11765 4.31573
H: -1.34050 2.41498 5.53884
H: 0.71759 0.14087 4.99001
H: 0.94529 1.40534 6.23629
H: 2.25377 1.03802 5.08812
C: -6.79682 -1.80517 -1.49482
S: -5.26988 -0.92501 -1.12355
O: -4.28725 -1.27295 -2.19420
C: -4.84063 -1.89796 0.33200
H: -7.22055 -1.38353 -2.40447
H: -6.58623 -2.86394 -1.64732
H: -7.50015 -1.67367 -0.67232
H: -4.75592 -2.95081 0.06183
H: -5.60676 -1.76296 1.09567
H: -3.88468 -1.53958 0.71075